Formula: C5H11N2O
Source: the OMol25 dataset
Level of theory: ωB97M-V/def2-TZVPD

```
19
Properties=species:S:1:pos:R:3:nbo_charge:R:1
C -1.387 -1.599 0.449 0.569
C -2.443 0.667 0.199 -0.020
C 1.894 -0.294 0.262 0.323
C 2.848 0.711 0.298 -0.732
C -2.370 1.920 -0.280 -0.434
N -1.697 -0.414 -0.270 -0.622
N 1.567 -1.069 -0.683 -0.622
O -0.484 -2.329 0.168 -0.621
H -2.196 -1.788 1.343 0.159
H -3.088 0.276 0.918 0.207
H 1.134 -0.452 1.108 0.226
H 2.563 1.628 -0.271 0.308
H 3.778 0.305 -0.175 0.274
H 2.933 0.817 1.379 0.272
H -3.010 2.752 0.038 0.240
H -1.732 2.180 -1.131 0.200
H 2.066 -1.256 -1.541 0.417
H -1.138 -0.303 -1.120 0.392
H 0.762 -1.753 -0.694 0.463
```

Properties
gap between HOMO and LUMO	0.297	Eh
LUMO	-4.5	eV
strongest force on any atom	5.66	eV/A
E_tot	-381.56403	Eh
charge	+1
ΔE to the lowest compared entry with this formula, charge and spin	2.719	eV